{
  "formula": "C25H74BrN2O21PS",
  "method": "ωB97M-V/def2-TZVPD",
  "charge": 0,
  "spin_multiplicity": 1,
  "homo_energy_ev": -9.47,
  "largest_force_ha_per_bohr": 0.0242,
  "lumo_energy_ev": -0.05,
  "relative_energy_kj_mol": 0.00,
  "elements": ["C", "C", "C", "C", "O", "C", "C", "Br", "C", "C", "C", "C", "C", "C", "O", "O", "N", "O", "C", "P", "N", "O", "O", "O", "S", "O", "O", "H", "H", "H", "H", "H", "H", "H", "H", "H", "H", "H", "H", "H", "H", "H", "H", "H", "H", "H", "H", "H", "H", "H", "H", "H", "H", "C", "O", "H", "H", "H", "H", "C", "O", "H", "H", "H", "H", "C", "O", "H", "H", "H", "H", "C", "O", "H", "H", "H", "H", "C", "O", "H", "H", "H", "H", "C", "O", "H", "H", "H", "H", "C", "O", "H", "H", "H", "H", "C", "O", "H", "H", "H", "H", "C", "O", "H", "H", "H", "H", "C", "O", "H", "H", "H", "H", "C", "O", "H", "H", "H", "H", "C", "O", "H", "H", "H", "H"],
  "xyz": [[-3.41307, 1.84211, -0.48799], [-2.08717, 1.19961, -0.92411], [-1.91701, -0.17391, -0.23172], [-1.32583, -1.24246, -1.12829], [-0.00131, -0.93485, -1.55881], [0.95957, -0.85873, -0.56959], [2.28941, -0.31922, -1.13415], [2.99959, -1.55344, -2.47725], [1.94872, 1.00612, -1.82428], [3.05984, 1.89008, -2.40495], [3.47412, 3.13510, -1.60077], [4.28721, 4.05929, -2.52417], [2.23898, 3.87211, -1.05118], [3.33790, -0.18021, 0.01753], [4.61626, 0.09919, -0.44541], [2.89966, 0.97378, 0.72996], [3.87676, 1.44686, 1.67511], [3.51778, 2.44607, 2.13812], [3.30797, -1.39657, 0.99533], [4.96493, -2.01709, 1.51655], [5.79261, -2.60322, 0.36903], [4.48282, -3.11987, 2.57980], [5.65897, -0.85401, 2.36364], [2.70835, -2.57466, 0.43150], [1.13208, -2.50630, 0.21975], [0.49636, -2.41983, 1.51973], [0.82345, -3.55914, -0.71600], [-3.60897, 2.79951, -0.97873], [-3.34991, 1.95573, 0.59915], [-4.20808, 1.11928, -0.69464], [-1.25726, 1.86721, -0.65690], [-2.06016, 1.05243, -2.01382], [-2.90808, -0.54956, 0.07456], [-1.32093, -0.08361, 0.69295], [-1.90588, -1.29469, -2.05998], [-1.34551, -2.24452, -0.67924], [0.68726, -0.17712, 0.25810], [1.33348, 1.58903, -1.12228], [1.27432, 0.73143, -2.63979], [2.67489, 2.22160, -3.36803], [3.96139, 1.29039, -2.60779], [4.13919, 2.86592, -0.76192], [5.04880, 3.50603, -3.08910], [4.77173, 4.86277, -1.95225], [3.61811, 4.53651, -3.25573], [2.43527, 4.94605, -0.91524], [1.95804, 3.48588, -0.05955], [1.36829, 3.72738, -1.69830], [4.91166, -0.64470, -0.98725], [2.72555, -1.11491, 1.88538], [6.72193, -2.20757, 0.27273], [3.93419, -2.80816, 3.30015], [5.14715, -0.46050, 3.07069], [-3.46961, 1.03244, 4.03248], [-3.86829, 1.39030, 2.71545], [-2.47361, 1.45432, 4.13254], [-4.09816, 1.44834, 4.81970], [-3.41552, -0.05154, 4.15640], [-4.75016, 1.06705, 2.52014], [-1.05611, 5.59043, -1.89843], [-0.94286, 4.48660, -1.01553], [-0.43180, 5.35685, -2.75909], [-2.08357, 5.74063, -2.24292], [-0.69493, 6.51912, -1.44702], [-1.48128, 4.65110, -0.23873], [10.02510, -2.80917, 1.40073], [9.04876, -1.82430, 1.70873], [10.70761, -2.35782, 0.68398], [10.59733, -3.11045, 2.28248], [9.58084, -3.69882, 0.94654], [8.42739, -2.20176, 2.33564], [-0.14040, 2.00311, 2.91821], [1.12867, 2.51481, 2.51347], [-0.25348, 2.18094, 3.98522], [-0.94592, 2.51811, 2.38658], [-0.21880, 0.93305, 2.71714], [1.17575, 2.40037, 1.55658], [-0.42303, -0.02310, -6.19867], [0.14889, 0.27016, -4.92190], [-0.72023, 0.92690, -6.64213], [0.30201, -0.50577, -6.85845], [-1.30420, -0.65711, -6.12024], [0.42066, -0.55675, -4.51241], [2.20198, -7.08520, -1.30898], [1.53036, -6.62678, -2.47427], [2.54665, -8.09589, -1.51754], [3.06333, -6.45703, -1.06727], [1.53366, -7.10780, -0.44362], [1.22631, -5.73209, -2.29594], [-3.32735, -0.07603, 8.32948], [-3.88311, 0.26636, 7.05980], [-2.33228, 0.36121, 8.35917], [-3.91278, 0.33177, 9.15507], [-3.23878, -1.15513, 8.45982], [-4.76428, -0.10872, 7.01208], [0.74058, 4.33442, -5.33143], [0.99887, 3.27886, -4.42487], [1.15897, 5.23999, -4.89346], [1.21634, 4.17116, -6.30349], [-0.33197, 4.48949, -5.49010], [0.64124, 2.45281, -4.77321], [-3.70447, -1.07156, -8.78612], [-3.02880, -1.49700, -7.60974], [-2.96617, -0.56322, -9.40218], [-4.10942, -1.91327, -9.35343], [-4.51394, -0.37132, -8.56400], [-3.65983, -1.95180, -7.04800], [-3.22132, -2.69932, 11.20134], [-2.67428, -1.40008, 11.02574], [-4.27859, -2.62802, 10.95419], [-2.75757, -3.43445, 10.53778], [-3.13052, -3.04846, 12.23293], [-1.73997, -1.43545, 11.24024], [-6.26241, -0.48386, -2.33691], [-5.59155, -0.77322, -1.11899], [-5.49558, -0.22266, -3.06401], [-6.82396, -1.34559, -2.70873], [-6.94918, 0.36052, -2.23508], [-6.25924, -1.00150, -0.46266], [-6.63130, -3.24048, 1.42463], [-7.61889, -2.21867, 1.29781], [-5.87613, -3.03956, 0.66778], [-6.15589, -3.22278, 2.40788], [-7.04977, -4.23320, 1.24557], [-8.30504, -2.36519, 1.95070]],
  "lowdin_charge": [-0.096, -0.225, -0.169, -0.183, -0.128, -0.382, -0.591, 0.955, -0.177, -0.164, -0.401, -0.077, -0.064, -0.522, 0.007, -0.058, 0.057, 0.104, -0.269, 0.513, -0.103, -0.118, -0.121, -0.268, 0.677, -0.260, -0.253, 0.068, 0.047, 0.049, 0.086, 0.112, 0.117, 0.099, 0.139, 0.114, 0.141, 0.113, 0.097, 0.094, 0.104, 0.116, 0.079, 0.077, 0.075, 0.088, 0.054, 0.061, 0.060, 0.139, 0.002, 0.080, 0.073, -0.143, -0.137, 0.056, 0.066, 0.081, 0.076, -0.143, -0.132, 0.061, 0.078, 0.080, 0.077, -0.162, -0.132, 0.077, 0.074, 0.077, 0.061, -0.142, -0.142, 0.077, 0.080, 0.074, 0.035, -0.132, -0.141, 0.080, 0.084, 0.057, 0.063, -0.165, -0.126, 0.074, 0.077, 0.074, 0.052, -0.156, -0.134, 0.081, 0.075, 0.065, 0.072, -0.159, -0.134, 0.074, 0.078, 0.076, 0.051, -0.155, -0.131, 0.078, 0.075, 0.076, 0.075, -0.160, -0.132, 0.078, 0.077, 0.075, 0.078, -0.151, -0.141, 0.076, 0.077, 0.079, 0.051, -0.147, -0.129, 0.070, 0.078, 0.079, 0.072]
}